# 1
ORCA calculation (ωB97M-V/def2-TZVPD) on C37H67As3EuNO6P2Te as an isolated structure at a distorted geometry.

```
118
Properties=species:S:1:pos:R:3:mulliken_spin:R:1
Eu 13.0295 13.3373 14.4541 6.991
C 13.4931 17.8415 17.4900 0.000
C 12.4625 17.5382 16.4089 -0.007
C 11.8780 18.6990 15.6534 0.000
O 11.3000 16.9685 17.0992 0.000
P 11.1300 15.3692 17.0431 0.005
O 12.3596 14.8096 16.4104 0.004
C 9.4800 15.1790 16.2358 -0.002
P 9.5162 15.1303 14.4476 -0.002
O 10.8364 14.6544 13.9319 -0.007
O 9.1818 16.5460 13.7889 0.001
C 7.8783 17.1931 13.8995 0.000
C 8.1413 18.4783 14.7002 0.000
C 7.4036 17.2751 12.4236 0.000
O 8.2419 14.3649 13.9247 -0.001
C 8.0664 12.8909 13.9450 0.002
C 8.9700 12.2732 12.8935 -0.010
C 6.5744 12.6652 13.7607 0.000
O 10.7077 14.8825 18.4586 -0.002
C 11.5325 14.7810 19.6442 0.002
C 11.4399 13.3404 20.1384 -0.001
C 11.2009 16.0235 20.4695 0.000
H 14.4704 18.0581 17.0465 0.000
H 13.6137 16.9831 18.1166 0.000
H 13.1662 18.6966 18.0852 0.000
H 12.8777 16.7875 15.7099 0.010
H 11.4461 19.4360 16.3351 0.000
H 11.0653 18.3170 15.0264 0.000
H 12.5780 19.1845 14.9839 0.000
H 8.8828 16.0075 16.6083 0.000
H 9.1532 14.1837 16.5561 -0.001
H 7.1952 16.5544 14.4704 0.000
H 8.7787 19.1647 14.1035 0.000
H 8.7281 18.2024 15.5906 0.000
H 7.2130 19.0202 14.9851 0.000
H 8.1046 17.8943 11.8655 0.000
H 6.3817 17.6541 12.3157 0.000
H 7.4457 16.2763 11.9907 0.000
H 8.3979 12.5703 14.9490 0.000
H 8.6389 12.5978 11.8900 0.000
H 8.8782 11.1774 12.9471 0.000
H 10.0238 12.5393 13.0780 0.011
H 6.2629 13.0548 12.7739 0.000
H 6.0444 13.2382 14.5033 0.000
H 6.2999 11.6319 13.8284 0.000
H 12.5882 14.9279 19.3301 0.000
H 10.4203 13.0751 20.3761 0.000
H 12.1217 13.2350 20.9924 0.000
H 11.7569 12.6880 19.3271 0.001
H 10.1406 16.0678 20.7425 0.000
H 11.4386 16.8928 19.8742 0.000
H 11.8215 15.9943 21.3752 0.000
C 13.2442 8.6912 14.5586 0.002
As 13.5575 10.3460 13.6251 0.000
C 13.0970 9.7329 11.8410 0.000
C 15.4732 10.1605 13.4158 0.009
C 16.4663 10.7636 14.4216 -0.006
C 16.5488 12.2991 14.2338 -0.005
C 16.1580 10.4501 15.8842 0.004
As 14.7363 11.5344 16.7514 -0.004
C 15.9241 12.4752 17.9745 0.001
C 14.2252 10.1943 18.0708 0.001
C 17.8699 10.2717 14.0824 -0.002
As 18.3556 8.3680 13.8473 0.000
C 17.7682 8.0522 12.0049 0.000
C 17.0311 7.3144 14.8166 0.000
H 13.5473 7.8111 13.9681 0.000
H 12.1969 8.6152 14.8666 0.000
H 13.8489 8.7045 15.4604 0.000
H 13.6989 8.8676 11.5585 0.000
H 13.2561 10.5389 11.1231 0.001
H 12.0561 9.4060 11.8598 0.000
H 15.7076 10.5491 12.4093 0.000
H 15.7009 9.0838 13.3753 0.000
H 15.6664 12.8229 14.6114 0.024
H 16.6558 12.5665 13.1664 0.000
H 17.4087 12.6613 14.7819 0.001
H 17.0506 10.6170 16.4921 0.000
H 15.8728 9.3937 15.9956 0.000
H 16.5470 11.7696 18.5304 0.000
H 15.3315 13.0739 18.6839 0.000
H 16.5597 13.1265 17.4073 0.000
H 15.1330 9.7240 18.4673 0.000
H 13.5376 9.4822 17.6058 0.000
H 13.6337 10.6963 18.8417 0.000
H 18.5783 10.7171 14.7782 0.000
H 18.1584 10.7005 13.0997 0.000
H 18.3644 8.6952 11.3483 0.000
H 16.7143 8.2765 11.7984 0.000
H 17.9897 7.0373 11.7452 0.000
H 17.1980 7.3961 15.8861 0.000
H 17.2720 6.3007 14.5515 0.000
H 16.0069 7.4988 14.5805 0.000
Te 10.6532 11.8698 16.6812 -0.016
N 13.8790 13.3536 12.2700 -0.004
C 13.7326 14.2986 11.4545 0.004
C 14.0716 15.7476 11.8380 0.001
C 15.1756 15.9822 12.6660 0.008
C 15.3618 17.2282 13.2270 -0.005
C 14.4686 18.2528 12.9560 0.002
C 13.4233 18.0612 12.0826 -0.002
C 13.2282 16.8083 11.4970 0.000
C 13.0135 13.9786 10.1546 -0.006
C 13.4413 14.4898 8.9389 0.000
C 12.7199 14.1674 7.7859 0.000
C 11.5542 13.3891 7.8885 0.000
C 11.1236 12.9198 9.1413 0.002
C 11.8878 13.1713 10.2643 -0.013
H 15.8681 15.1628 12.7782 -0.001
H 16.2751 17.4525 13.8000 0.000
H 14.6410 19.2523 13.3486 0.000
H 12.7795 18.8856 11.8115 0.000
H 12.4044 16.6028 10.8173 0.000
H 14.2877 15.1171 8.9081 0.000
H 13.0310 14.5203 6.7826 0.000
H 10.9600 13.1857 6.9736 0.000
H 10.2458 12.2814 9.2019 0.000
H 11.6004 12.8230 11.2421 0.011
```

HOMO-LUMO gap (spin up / spin down) = 4.22 / 4.24 eV
Charge = -1
ΔE to the lowest compared entry with this formula, charge and spin = 0.000 eV
LUMO energy (spin up / spin down) = 2.36 / 2.36 eV
Multiplicity = 8

# 2
ORCA calculation (ωB97M-V/def2-TZVPD) on a 14-piece molecular cluster, C44H124N8O14 overall at a distorted geometry.

```
190
Properties=species:S:1:pos:R:3:lowdin_charge:R:1
C -2.6519 -3.0161 4.3819 -0.065
C -3.3472 -1.6571 4.4579 -0.297
O -4.5232 -1.7230 5.2637 -0.097
H -1.6641 -2.8581 3.9489 0.039
H -3.0967 -3.6515 3.6161 0.064
H -2.4864 -3.5624 5.3105 0.081
H -3.7743 -1.3080 3.5178 0.095
H -2.6843 -0.8786 4.8355 0.098
H -4.8693 -0.8374 5.3958 0.076
C 1.7206 4.0529 -4.8456 -0.081
C 2.9739 4.2295 -5.6776 -0.350
O 3.1874 3.1003 -6.4464 -0.080
H 1.4570 4.9810 -4.3384 0.067
H 1.8678 3.2344 -4.1410 0.066
H 0.8785 3.8080 -5.4928 0.072
H 3.8444 4.2640 -5.0226 0.113
H 2.9517 5.1221 -6.3028 0.112
H 4.1261 3.1202 -6.6468 0.083
C -0.7113 3.1143 2.7408 -0.092
C -1.9483 2.4012 3.2065 -0.339
O -1.4647 1.2731 3.8636 -0.103
H -1.0413 4.0219 2.2354 0.072
H -0.0763 2.5160 2.0873 0.054
H -0.0358 3.3886 3.5510 0.075
H -2.5666 2.1207 2.3538 0.097
H -2.5858 2.9780 3.8765 0.114
H -1.0499 0.8353 3.1167 0.014
C 3.8528 0.7922 -0.4122 -0.049
C 3.1662 -0.3601 0.2424 -0.351
O 2.4472 0.1213 1.2871 -0.091
H 3.1669 1.5978 -0.6742 0.066
H 4.3908 0.4858 -1.3093 0.068
H 4.6802 1.2065 0.1639 0.068
H 3.9016 -1.1134 0.5249 0.114
H 2.4590 -0.8744 -0.4084 0.094
H 3.0289 0.2620 2.0376 0.048
C -1.0810 4.6197 -2.1009 -0.065
C -1.8574 4.0175 -3.2722 -0.347
O -2.7379 4.9602 -3.6976 -0.059
H -1.6687 5.0374 -1.2834 0.082
H -0.3517 5.3741 -2.3963 0.062
H -0.5259 3.8002 -1.6444 0.045
H -2.3741 3.0881 -3.0328 0.110
H -1.2253 3.8244 -4.1390 0.099
H -2.2044 5.5569 -4.2277 0.090
C -1.0363 -2.6825 -6.3257 -0.064
C -0.0269 -1.6849 -6.8077 -0.337
O -0.1192 -0.5415 -6.0243 -0.097
H -1.3565 -3.2865 -7.1747 0.078
H -1.9458 -2.2050 -5.9611 0.064
H -0.6586 -3.3004 -5.5110 0.072
H -0.1075 -1.3023 -7.8251 0.118
H 0.9510 -2.1263 -6.6153 0.090
H 0.5189 0.0992 -6.3469 0.086
C -1.0592 -4.1288 -0.9896 -0.045
C -0.4657 -5.1093 0.0610 -0.436
C -0.4692 -4.5761 1.5007 -0.207
O 0.0547 -3.2805 1.6582 -0.221
C 1.4750 -3.2770 1.4559 -0.081
N -1.2032 -6.3475 -0.1403 0.038
H -0.8739 -4.6276 -1.9409 0.084
H -0.5651 -3.1681 -0.8445 0.043
H -2.1289 -4.0030 -0.8226 0.079
H 0.5428 -5.3192 -0.2952 0.130
H 0.0183 -5.3289 2.1202 0.122
H -1.4961 -4.5725 1.8659 0.118
H 1.9457 -4.1462 1.9154 0.094
H 1.9367 -2.4661 2.0192 0.076
H 1.7386 -3.1613 0.4046 0.083
H -2.1879 -6.1351 -0.0664 0.069
H -1.0374 -6.8633 0.7121 0.064
C -10.7387 -1.3404 -0.1466 -0.112
C -9.4802 -2.0429 -0.0619 -0.452
C -8.3533 -1.2394 0.6771 -0.177
O -7.0772 -1.8405 0.3870 -0.207
C -5.9561 -1.2993 1.0954 -0.099
N -9.8264 -3.2505 0.6812 0.026
H -11.5806 -1.9685 -0.4378 0.089
H -10.5762 -0.4897 -0.8085 0.083
H -11.1019 -0.8073 0.7320 0.084
H -9.1409 -2.3168 -1.0608 0.141
H -8.6301 -1.2173 1.7311 0.120
H -8.3239 -0.1950 0.3664 0.114
H -6.0557 -1.4218 2.1739 0.081
H -5.7803 -0.2595 0.8199 0.085
H -5.0883 -1.8711 0.7665 0.076
H -8.9834 -3.7626 0.8987 0.066
H -10.2265 -3.0387 1.5841 0.070
C -2.1044 -1.1113 0.2059 -0.050
C -0.7726 -0.3985 0.2094 -0.386
C -0.8201 1.0317 -0.3236 -0.212
O -1.1075 1.0257 -1.6834 -0.197
C 0.0871 0.8730 -2.5048 -0.046
N -0.3006 -0.3165 1.6061 0.084
H -2.1729 -2.0612 0.7361 0.065
H -2.5280 -1.2460 -0.7894 0.075
H -2.8352 -0.5243 0.7621 0.073
H -0.0888 -0.9881 -0.4013 0.110
H 0.0886 1.5790 -0.0729 0.113
H -1.5464 1.6253 0.2315 0.121
H -0.2276 0.7327 -3.5389 0.074
H 0.6862 0.0074 -2.2222 0.064
H 0.6521 1.7978 -2.3875 0.068
H -0.2522 -1.2799 1.9058 0.049
H 0.6678 -0.0425 1.5211 0.036
C -6.3556 -0.6148 -2.7821 -0.050
C -5.7081 0.3716 -3.7379 -0.474
C -4.9050 -0.3458 -4.8572 -0.169
O -3.8384 -1.1966 -4.3432 -0.194
C -2.6922 -0.4939 -3.7984 -0.108
N -6.6981 1.2156 -4.2928 0.037
H -6.8696 -0.0510 -2.0036 0.077
H -5.5576 -1.2614 -2.4172 0.078
H -7.0807 -1.2769 -3.2554 0.083
H -5.0038 0.9999 -3.1927 0.127
H -4.5713 0.3918 -5.5870 0.114
H -5.5487 -0.9955 -5.4502 0.123
H -2.9199 0.0369 -2.8740 0.057
H -2.3836 0.3535 -4.4107 0.083
H -1.8879 -1.1686 -3.5052 0.083
H -6.4956 1.3916 -5.2665 0.064
H -7.5334 0.6640 -4.4272 0.069
C 4.0773 -1.9294 7.7774 -0.054
C 2.7462 -2.5901 8.1402 -0.441
C 2.0071 -3.4023 7.0358 -0.184
O 1.5555 -2.5360 5.9860 -0.187
C 1.1351 -3.1705 4.8052 -0.117
N 3.0120 -3.4548 9.2541 0.029
H 4.3965 -1.2813 8.5935 0.077
H 4.0284 -1.2282 6.9443 0.053
H 4.8886 -2.6368 7.6057 0.077
H 2.0035 -1.8375 8.4051 0.140
H 1.1158 -3.8757 7.4474 0.120
H 2.6894 -4.1904 6.7173 0.124
H 2.0154 -3.5329 4.2743 0.081
H 0.6687 -2.4530 4.1301 0.069
H 0.5020 -4.0371 4.9958 0.092
H 2.1525 -3.9815 9.3170 0.063
H 3.6997 -4.1701 9.0657 0.073
C 6.0069 -0.0070 2.7848 -0.064
C 5.6465 1.4087 3.2216 -0.430
C 4.4962 1.4238 4.2638 -0.141
O 3.4052 0.6635 3.6946 -0.222
C 2.3119 0.5923 4.6133 -0.060
N 6.8704 2.0341 3.6795 0.031
H 5.1386 -0.5511 2.4132 0.057
H 6.3243 -0.6063 3.6382 0.080
H 6.9169 -0.1241 2.1964 0.080
H 5.3674 1.9864 2.3404 0.113
H 4.3060 2.4861 4.4166 0.125
H 4.7661 1.0292 5.2434 0.121
H 2.6188 0.2019 5.5836 0.073
H 1.5049 -0.0643 4.2881 0.083
H 1.8796 1.5741 4.8062 0.093
H 7.6035 1.9323 2.9923 0.071
H 7.1398 1.5520 4.5251 0.070
C 4.8598 0.0814 -5.6534 -0.079
C 4.5434 -0.9096 -4.5607 -0.446
C 3.0175 -1.0861 -4.3325 -0.194
O 2.8829 -1.8851 -3.1781 -0.178
C 1.5691 -2.3993 -3.0564 -0.102
N 5.3249 -2.0797 -4.8805 0.046
H 4.4201 1.0314 -5.3495 0.055
H 4.4244 -0.1154 -6.6330 0.081
H 5.9217 0.2349 -5.8453 0.081
H 4.9191 -0.4825 -3.6309 0.129
H 2.5948 -1.5645 -5.2160 0.109
H 2.5855 -0.0897 -4.2399 0.121
H 1.3688 -2.4730 -1.9876 0.059
H 1.5352 -3.3557 -3.5783 0.096
H 0.7902 -1.7806 -3.5020 0.068
H 5.2741 -2.6712 -4.0634 0.068
H 4.7905 -2.5831 -5.5741 0.074
C 4.7378 7.3944 1.6961 -0.071
C 4.0769 6.0501 1.2455 -0.415
C 4.4371 5.7749 -0.2488 -0.177
O 3.8396 4.4954 -0.5687 -0.210
C 2.4598 4.6847 -0.9996 -0.086
N 4.5511 4.9598 2.0819 0.048
H 4.4113 8.2419 1.0934 0.066
H 5.8158 7.4221 1.5367 0.072
H 4.5089 7.7641 2.6957 0.073
H 3.0106 6.2233 1.3901 0.122
H 5.5040 5.6343 -0.4218 0.126
H 4.0924 6.6108 -0.8576 0.117
H 2.1160 3.6776 -1.2355 0.061
H 2.2994 5.2842 -1.8958 0.071
H 1.8304 5.1351 -0.2321 0.084
H 4.5837 4.1643 1.4604 0.045
H 5.5091 5.0992 2.3699 0.068
```

HOMO-LUMO gap = 9.30 eV
ΔE to the lowest compared entry with this formula, charge and spin = 3.317 eV
LUMO energy = 0.45 eV

# 3
ORCA calculation (ωB97M-V/def2-TZVPD) on C30H39AsO6V as an isolated structure.

```
77
Properties=species:S:1:pos:R:3:mulliken_spin:R:1
V -0.4175 -0.6364 0.9111 2.776
C 2.0300 -0.4690 2.5025 0.031
C 0.9567 0.1457 3.3624 0.017
O -0.0021 0.7296 2.4526 -0.064
C -1.1440 1.3920 3.0205 0.022
C -2.1106 1.6179 1.8711 0.029
O -2.3014 0.4227 1.0759 0.005
C -3.4048 -0.4234 1.4649 0.031
C -3.0685 -1.1191 2.7609 0.011
O -1.7133 -1.6090 2.6815 0.004
C -1.6172 -3.0349 2.8789 0.009
C -2.2227 -3.7698 1.7043 0.008
O -1.7477 -3.0930 0.5538 0.020
C -1.4186 -3.8864 -0.5721 0.032
C -0.6042 -2.9641 -1.4521 0.045
O 0.3287 -2.2013 -0.6641 0.040
C 1.3674 -3.0127 -0.0990 0.012
C 2.2593 -2.1287 0.7261 0.035
O 1.3860 -1.4537 1.6665 -0.008
H 2.7889 -0.9471 3.1253 0.004
H 2.5016 0.2800 1.8575 -0.024
H 1.3780 0.9197 4.0072 0.003
H 0.4425 -0.6041 3.9694 -0.003
H -0.8307 2.3539 3.4360 0.002
H -1.5368 0.7708 3.8236 -0.002
H -1.7115 2.3595 1.1782 -0.021
H -3.0763 1.9691 2.2392 0.000
H -3.5104 -1.1278 0.6403 -0.010
H -4.3172 0.1714 1.5407 0.003
H -3.7674 -1.9346 2.9528 -0.001
H -3.1330 -0.4451 3.6150 -0.002
H -2.0867 -3.3115 3.8256 0.002
H -0.5475 -3.2329 2.9518 -0.008
H -3.3167 -3.7748 1.7147 -0.001
H -1.8909 -4.8127 1.7204 0.001
H -2.3111 -4.2254 -1.1067 0.003
H -0.8552 -4.7705 -0.2581 -0.001
H -1.2485 -2.2313 -1.9307 -0.041
H -0.0636 -3.5156 -2.2260 0.003
H 1.9485 -3.4818 -0.8990 0.000
H 0.9258 -3.7948 0.5240 -0.010
H 2.7708 -1.3741 0.1233 -0.006
H 2.9844 -2.7233 1.2849 0.002
C -2.9863 1.5791 -4.0608 -0.001
C -2.2622 0.3952 -4.0404 0.000
C -1.2246 0.2304 -3.1337 -0.013
C -0.8868 1.2552 -2.2527 -0.014
C -1.6132 2.4419 -2.2811 0.006
C -2.6622 2.5977 -3.1792 0.002
As 0.4697 1.0104 -0.8908 0.041
C 2.1123 0.3947 -1.7159 0.020
C 2.1456 -0.5940 -2.6941 -0.009
C 3.3639 -1.0865 -3.1440 0.000
C 4.5540 -0.6086 -2.6108 -0.001
C 4.5240 0.3793 -1.6380 0.000
C 3.3068 0.8844 -1.1941 -0.006
C 0.9710 2.8331 -0.5130 0.013
C 1.0265 3.3474 0.7762 0.001
C 1.4166 4.6667 0.9894 0.001
C 1.7498 5.4741 -0.0850 0.000
C 1.7015 4.9619 -1.3769 0.000
C 1.3168 3.6491 -1.5911 -0.006
H -3.7923 1.7074 -4.7698 0.000
H -2.4983 -0.3984 -4.7368 0.000
H -0.6684 -0.6966 -3.1545 0.005
H -1.3658 3.2616 -1.6184 0.000
H -3.2180 3.5253 -3.1966 0.000
H 1.2378 -0.9865 -3.1368 0.000
H 3.3775 -1.8376 -3.9226 0.000
H 5.4985 -0.9939 -2.9690 0.000
H 5.4469 0.7736 -1.2353 0.000
H 3.3060 1.6795 -0.4571 0.001
H 0.7934 2.7239 1.6267 0.014
H 1.4628 5.0594 1.9964 0.000
H 2.0511 6.4990 0.0796 0.000
H 1.9658 5.5848 -2.2203 0.000
H 1.2876 3.2637 -2.6044 -0.002
```

HOMO-LUMO gap (spin up / spin down) = 9.61 / 9.49 eV
Charge = +2
LUMO energy (spin up / spin down) = -4.26 / -4.32 eV
Multiplicity = 4